No. 1
# C33H67FO16S2

A 12-piece molecular cluster, C33H67FO16S2 overall in a non-equilibrium geometry (ωB97M-V/def2-TZVPD, OMol25).

Element x y z (Å)
O -2.909 3.099 -6.398
S -1.883 4.017 -6.018
O -2.487 5.344 -5.458
O -1.512 3.364 -4.392
S -0.366 3.831 -3.471
O -0.868 3.891 -2.145
O 0.820 3.092 -3.705
F -0.074 5.289 -3.943
H -2.912 5.233 -4.568
C 0.436 0.396 -2.191
C 0.421 -1.108 -2.076
O 0.771 -1.823 -2.988
C -0.049 -1.679 -0.763
H 0.801 0.687 -3.170
H -0.571 0.793 -2.042
H 1.090 0.819 -1.426
H -1.072 -1.358 -0.555
H 0.582 -1.330 0.058
H -0.011 -2.765 -0.805
C -2.637 7.242 -1.673
C -3.095 5.819 -1.813
O -3.379 5.341 -2.898
C -3.177 4.996 -0.563
H -2.615 7.729 -2.645
H -3.312 7.783 -1.008
H -1.641 7.260 -1.226
H -3.867 5.463 0.143
H -2.189 4.955 -0.095
H -3.519 3.989 -0.796
C 1.276 4.857 0.379
C 0.414 5.390 1.496
O -0.555 6.085 1.265
C 0.799 5.020 2.902
H 0.866 5.196 -0.569
H 2.303 5.210 0.489
H 1.273 3.766 0.399
H 1.806 5.378 3.123
H 0.792 3.935 3.025
H 0.095 5.453 3.607
C 3.158 -2.824 1.722
C 2.310 -2.285 2.851
O 1.330 -1.604 2.642
C 2.754 -2.657 4.238
H 2.754 -2.507 0.763
H 4.184 -2.466 1.824
H 3.183 -3.914 1.767
H 3.763 -2.292 4.433
H 2.764 -3.745 4.332
H 2.066 -2.231 4.965
C -4.662 2.457 -3.600
C -5.446 1.690 -2.567
O -5.140 1.706 -1.396
C -6.636 0.902 -3.062
H -3.843 2.975 -3.109
H -4.266 1.787 -4.364
H -5.303 3.192 -4.091
H -6.314 0.166 -3.801
H -7.350 1.570 -3.547
H -7.117 0.397 -2.228
C 1.541 -4.578 -4.738
C 1.050 -5.418 -5.887
O 1.086 -6.627 -5.866
C 0.500 -4.666 -7.077
H 1.914 -5.223 -3.945
H 2.340 -3.913 -5.069
H 0.739 -3.951 -4.346
H 1.266 -4.006 -7.489
H -0.342 -4.043 -6.769
H 0.176 -5.369 -7.840
C 3.712 8.175 -5.987
C 3.723 6.666 -5.907
O 4.072 5.984 -6.840
C 3.271 6.059 -4.599
H 4.053 8.493 -6.969
H 2.703 8.553 -5.811
H 4.364 8.596 -5.219
H 2.246 6.364 -4.387
H 3.915 6.400 -3.786
H 3.320 4.975 -4.663
C 1.429 -8.221 5.056
C 1.653 -6.952 4.272
O 2.571 -6.202 4.522
C 0.678 -6.672 3.160
H 2.191 -8.320 5.826
H 0.440 -8.204 5.515
H 1.466 -9.081 4.386
H -0.337 -6.613 3.553
H 0.700 -7.486 2.436
H 0.939 -5.733 2.674
C 4.765 -4.848 7.040
C 5.503 -3.535 6.948
O 5.760 -3.024 5.883
C 5.903 -2.888 8.253
H 4.520 -5.216 6.047
H 5.378 -5.584 7.565
H 3.843 -4.717 7.610
H 6.554 -3.557 8.819
H 5.017 -2.693 8.860
H 6.423 -1.954 8.057
C -3.071 5.360 3.857
C -2.649 4.409 4.952
O -1.489 4.226 5.242
C -3.763 3.687 5.673
H -2.207 5.826 3.389
H -3.636 4.816 3.097
H -3.724 6.131 4.270
H -4.347 3.097 4.964
H -4.437 4.408 6.140
H -3.345 3.033 6.434
C -1.038 -9.047 -0.391
C -1.749 -8.749 0.905
O -1.192 -8.849 1.975
C -3.190 -8.314 0.801
H -0.013 -9.348 -0.190
H -1.553 -9.846 -0.926
H -1.040 -8.164 -1.033
H -3.779 -9.088 0.307
H -3.264 -7.406 0.200
H -3.592 -8.128 1.794

HOMO   -9.22 eV
LUMO   -0.0001 hartree
F_max   0.0396 Eh/bohr
2S+1   1
Gap between HOMO and LUMO   9.22 eV



No. 2
# C33H68Cl17IN3

C33H68Cl17IN3 as an isolated structure in a non-equilibrium geometry (ωB97M-V/def2-TZVPD, OMol25).

Element x y z (Å)
C 2.195 -3.072 0.315
C 3.503 -2.354 -0.068
C 3.331 -1.241 -1.111
C 3.499 0.156 -0.537
C 2.375 0.587 0.424
C 1.921 2.011 0.173
C 1.115 2.646 1.309
C -0.231 1.984 1.638
C -0.139 0.990 2.790
C -1.528 0.634 3.361
C -1.940 -0.799 3.017
C -3.371 -0.962 2.463
C -3.258 -1.660 1.131
N -2.666 -0.753 0.147
C -2.144 -1.125 -0.954
N -1.588 -0.171 -1.811
I -3.016 1.192 -2.461
N -2.159 -2.476 -1.190
C -2.036 -2.944 -2.566
Cl -0.343 -2.848 -3.148
C -3.009 -2.344 -3.557
C -4.408 -2.096 -3.003
H 1.354 -2.493 -0.028
H 2.157 -3.197 1.384
H 2.210 -4.047 -0.160
H 3.978 -1.959 0.814
H 4.140 -3.115 -0.487
H 2.354 -1.364 -1.561
H 4.051 -1.382 -1.901
H 4.410 0.125 0.038
H 3.590 0.866 -1.343
H 1.544 -0.089 0.291
H 2.676 0.460 1.450
H 2.800 2.632 0.061
H 1.372 2.067 -0.761
H 1.680 2.643 2.221
H 0.923 3.667 1.021
H -0.637 1.521 0.741
H -0.931 2.734 1.975
H 0.538 1.348 3.546
H 0.275 0.084 2.394
H -1.525 0.771 4.427
H -2.248 1.312 2.936
H -1.220 -1.230 2.351
H -1.890 -1.377 3.925
H -3.907 -1.642 3.096
H -3.903 -0.028 2.373
H -4.208 -2.018 0.764
H -2.628 -2.510 1.305
H -2.696 0.235 0.369
H -0.909 0.379 -1.291
H -1.353 -2.839 -0.678
H -2.234 -3.995 -2.520
H -3.105 -3.072 -4.340
H -2.555 -1.483 -4.015
H -5.094 -2.874 -3.275
H -4.782 -1.201 -3.464
H -4.429 -1.894 -1.950
Cl -1.641 2.143 -5.099
C 0.055 2.685 -5.319
C 0.993 1.534 -5.543
Cl 1.165 0.533 -4.078
H 0.336 3.259 -4.440
H 0.068 3.348 -6.182
H 1.982 1.916 -5.790
H 0.656 0.894 -6.353
Cl 1.589 5.654 -2.005
C -0.130 5.905 -1.570
C -0.326 7.135 -0.721
Cl 0.371 6.951 0.907
H -0.477 5.007 -1.068
H -0.678 6.011 -2.503
H -1.387 7.323 -0.590
H 0.125 8.008 -1.186
Cl 1.386 -5.491 -1.794
C 2.654 -5.790 -3.023
C 2.721 -7.240 -3.419
Cl 3.311 -8.266 -2.091
H 3.599 -5.442 -2.616
H 2.409 -5.178 -3.891
H 3.414 -7.358 -4.249
H 1.748 -7.614 -3.725
Cl 4.445 3.839 1.574
C 5.098 2.518 2.577
C 6.533 2.202 2.246
Cl 6.713 1.474 0.632
H 4.456 1.650 2.446
H 5.031 2.843 3.614
H 6.923 1.485 2.963
H 7.153 3.093 2.279
Cl 9.178 0.100 2.562
C 10.156 -0.541 1.219
C 9.840 -1.983 0.925
Cl 10.366 -3.070 2.234
H 11.203 -0.406 1.474
H 9.931 0.069 0.346
H 10.363 -2.293 0.022
H 8.774 -2.129 0.774
Cl -6.273 -3.681 2.502
C -5.456 -4.964 1.576
C -4.455 -5.724 2.405
Cl -3.064 -4.711 2.870
H -4.983 -4.496 0.715
H -6.225 -5.646 1.219
H -4.068 -6.561 1.826
H -4.895 -6.112 3.318
Cl -4.565 2.114 4.615
C -6.290 1.868 4.233
C -6.908 0.769 5.056
Cl -6.252 -0.830 4.624
H -6.367 1.654 3.170
H -6.799 2.808 4.435
H -7.981 0.738 4.873
H -6.744 0.922 6.118
Cl -4.158 7.668 -1.165
C -4.603 6.104 -1.889
C -4.273 4.946 -0.986
Cl -2.505 4.710 -0.810
H -4.096 6.020 -2.846
H -5.676 6.131 -2.067
H -4.677 4.026 -1.409
H -4.694 5.080 0.006

HOMO   -11.80 eV
LUMO   -0.1500 hartree
Net charge   +1
F_max   0.0292 Eh/bohr
2S+1   1
Gap between HOMO and LUMO   7.72 eV



No. 3
# C33H68F3NO18P3S8

A 7-piece molecular cluster, C33H68F3NO18P3S8 overall in a non-equilibrium geometry (ωB97M-V/def2-TZVPD, OMol25).

Element x y z (Å)
C 0.609 -5.961 -0.808
C 0.284 -4.678 -0.090
O -0.658 -4.605 0.694
N 1.105 -3.511 -0.301
C 2.437 -3.742 0.124
C 2.994 -2.915 1.251
O 3.103 -4.727 -0.227
P 0.601 -2.261 -1.613
S 2.351 -0.901 -1.056
S -1.295 -3.457 -2.105
C 0.176 -0.845 -2.891
C -1.000 -0.886 -3.837
O -0.992 0.314 -4.667
C 1.663 -3.232 -2.873
C 2.245 -2.565 -4.119
C 3.576 -1.852 -4.044
F 4.280 -2.017 -5.217
F 4.407 -2.261 -3.062
F 3.426 -0.509 -3.903
P -0.903 -1.144 -0.182
P -0.282 -0.936 1.895
O 0.410 -2.003 2.641
O -1.664 -0.491 2.586
O 0.524 0.476 1.990
H 0.552 -6.768 -0.073
H -0.189 -6.119 -1.537
H 1.573 -5.954 -1.298
H 2.413 -2.043 1.506
H 2.995 -3.582 2.119
H 4.025 -2.663 1.001
H 2.033 -0.501 0.172
H -1.216 -3.604 -3.433
H -0.008 0.028 -2.253
H 1.071 -0.553 -3.441
H -1.934 -0.920 -3.271
H -0.975 -1.706 -4.554
H -1.446 1.001 -4.171
H 1.001 -4.011 -3.257
H 2.449 -3.803 -2.388
H 2.417 -3.365 -4.846
H 1.554 -1.882 -4.611
H -1.944 -2.050 0.059
H -1.628 0.393 2.978
H 1.458 0.279 2.121
C 7.300 -6.768 -3.183
C 6.891 -5.894 -4.377
C 5.555 -6.431 -4.905
S 4.731 -7.185 -3.491
O 4.618 -8.604 -3.728
O 3.579 -6.408 -3.123
C 6.052 -6.901 -2.317
H 8.124 -6.327 -2.623
H 7.618 -7.753 -3.530
H 6.764 -4.864 -4.046
H 7.649 -5.897 -5.160
H 4.912 -5.649 -5.295
H 5.688 -7.213 -5.650
H 6.077 -7.733 -1.618
H 5.814 -5.975 -1.792
C -2.629 4.770 1.421
C -2.550 3.291 1.820
C -2.811 2.449 0.571
S -2.261 3.437 -0.823
O -3.397 3.758 -1.656
O -1.071 2.880 -1.408
C -1.817 4.892 0.134
H -2.242 5.425 2.200
H -3.668 5.048 1.232
H -1.554 3.043 2.193
H -3.254 3.037 2.609
H -2.246 1.517 0.591
H -3.867 2.236 0.421
H -2.028 5.780 -0.456
H -0.748 4.817 0.334
C 2.922 2.528 -5.203
C 1.412 2.271 -5.313
C 0.723 3.641 -5.366
S 1.914 4.772 -6.102
O 2.285 5.769 -5.128
O 1.471 5.183 -7.413
C 3.250 3.588 -6.249
H 3.495 1.617 -5.360
H 3.160 2.903 -4.206
H 1.201 1.715 -6.228
H 1.036 1.680 -4.479
H -0.173 3.646 -5.981
H 0.492 4.022 -4.373
H 4.194 4.105 -6.089
H 3.210 3.182 -7.259
C 1.589 2.101 5.973
C 0.862 0.995 6.751
C -0.625 1.371 6.803
S -0.934 2.349 5.329
O -1.293 3.695 5.708
O -1.777 1.613 4.415
C 0.748 2.349 4.724
H 2.605 1.812 5.712
H 1.640 3.010 6.576
H 0.986 0.043 6.231
H 1.264 0.879 7.756
H -1.277 0.502 6.781
H -0.855 1.993 7.664
H 0.941 3.300 4.233
H 0.829 1.533 4.008
C -3.122 6.273 8.817
C -3.554 6.037 10.273
C -2.730 4.859 10.807
S -1.181 4.884 9.889
O -1.112 3.700 9.072
O -0.090 5.234 10.762
C -1.598 6.259 8.824
H -3.507 7.213 8.427
H -3.493 5.468 8.180
H -3.350 6.931 10.865
H -4.620 5.830 10.349
H -2.497 4.938 11.866
H -3.204 3.902 10.603
H -1.149 6.085 7.848
H -1.185 7.158 9.280
C -6.968 -0.459 -3.949
C -7.537 -0.732 -2.549
C -6.814 -1.965 -1.993
S -5.185 -1.981 -2.766
O -5.095 -3.145 -3.610
O -4.177 -1.686 -1.791
C -5.452 -0.546 -3.808
H -7.276 0.514 -4.329
H -7.319 -1.220 -4.649
H -7.346 0.129 -1.905
H -8.614 -0.890 -2.574
H -6.673 -1.931 -0.916
H -7.309 -2.893 -2.272
H -4.920 -0.695 -4.744
H -5.045 0.316 -3.279

HOMO   -4.87 eV
LUMO   0.0552 hartree
Net charge   -1
F_max   0.0332 Eh/bohr
2S+1   1
Gap between HOMO and LUMO   6.37 eV